Entry 1:
{
  "formula": "C38H50IN9O3SSbY",
  "method": "the ωB97M-V functional and the def2-TZVPD basis",
  "symbols": ["Y", "N", "C", "N", "C", "N", "N", "C", "C", "C", "C", "C", "C", "N", "C", "C", "C", "C", "C", "C", "H", "H", "H", "H", "H", "H", "H", "H", "H", "H", "H", "C", "C", "N", "C", "C", "C", "O", "C", "C", "N", "C", "C", "C", "C", "C", "C", "I", "C", "O", "H", "H", "H", "H", "H", "H", "H", "H", "H", "H", "H", "H", "C", "N", "C", "C", "S", "N", "C", "C", "H", "H", "H", "H", "H", "H", "H", "H", "H", "H", "H", "H", "C", "Sb", "C", "C", "H", "H", "H", "H", "H", "H", "H", "H", "H", "C", "C", "O", "H", "H", "H", "H", "H", "H"],
  "coordinates": [[0.08431, -0.01461, 0.09178], [1.80786, 0.14999, 4.44936], [1.51048, -0.10744, 3.17944], [0.44732, 0.31730, 2.55537], [-0.41718, 1.16981, 3.24538], [-1.43396, 1.71863, 2.67393], [-1.57530, 1.35520, 1.34982], [-2.71271, 1.62902, 0.84502], [-3.02265, 1.16976, -0.50989], [-4.24331, 1.47252, -1.08925], [-4.50694, 1.02869, -2.37590], [-3.53276, 0.30103, -3.03625], [-2.34420, 0.02373, -2.37757], [-2.08216, 0.43240, -1.13462], [-0.18905, 1.42350, 4.66787], [-1.07761, 2.16521, 5.45233], [-0.81786, 2.36077, 6.79251], [0.33077, 1.81554, 7.37253], [1.21828, 1.07979, 6.61447], [0.94791, 0.89002, 5.26422], [2.65979, -0.22119, 4.84180], [2.22004, -0.71376, 2.63268], [-3.47128, 2.14859, 1.42609], [-4.96727, 2.05611, -0.53677], [-5.45088, 1.25354, -2.85323], [-3.68498, -0.05773, -4.04411], [-1.56881, -0.55074, -2.86669], [-1.96565, 2.57012, 4.98810], [-1.50774, 2.93066, 7.39859], [0.52506, 1.96411, 8.42572], [2.10619, 0.64922, 7.06078], [3.96714, 1.40490, -2.05522], [3.17528, 0.40401, -2.84146], [3.42212, 0.26759, -4.12489], [2.76071, -0.66664, -4.82835], [1.83657, -1.52076, -4.27753], [1.13694, -2.53501, -5.15105], [1.34730, -3.88115, -4.73814], [1.53318, -1.36735, -2.90391], [0.56025, -2.30545, -2.32769], [-0.33232, -2.08748, -1.42324], [-1.31746, -3.12293, -1.27953], [-1.63344, -3.96030, -2.35785], [-2.56957, -4.97218, -2.25237], [-3.25280, -5.17254, -1.06424], [-3.01026, -4.32376, 0.00270], [-2.06890, -3.31277, -0.11944], [-1.93622, -2.03464, 1.54235], [2.19987, -0.38561, -2.17524], [1.98276, -0.20696, -0.87824], [4.42818, 2.11713, -2.73583], [4.76195, 0.89612, -1.50327], [3.34989, 1.91856, -1.31766], [3.00100, -0.72464, -5.88355], [1.44544, -2.38944, -6.18801], [0.05453, -2.38389, -5.11847], [2.23417, -4.15402, -4.99649], [0.61430, -3.28941, -2.78870], [-1.14899, -3.81438, -3.31407], [-2.77078, -5.59523, -3.11283], [-3.98673, -5.96061, -0.97218], [-3.56028, -4.44145, 0.92563], [2.12381, 4.01709, 4.88523], [1.84756, 3.99628, 3.45397], [0.64426, 4.72747, 3.07992], [2.54682, 3.25657, 2.57556], [1.90756, 2.80095, 1.06838], [3.78987, 2.86470, 2.95883], [4.69075, 3.80728, 3.63204], [4.49998, 1.85868, 2.17994], [1.18069, 3.87360, 5.41582], [2.55137, 4.96905, 5.20446], [2.80257, 3.21299, 5.15538], [0.64531, 5.68285, 3.60509], [-0.25344, 4.17094, 3.35925], [0.62926, 4.90094, 2.00955], [4.20916, 4.77125, 3.76740], [5.56672, 3.95841, 2.99970], [5.02381, 3.43044, 4.59936], [3.82973, 1.05445, 1.88572], [5.30556, 1.46189, 2.79694], [4.92542, 2.28667, 1.26815], [-1.65266, 3.85937, -1.97488], [0.17546, 2.75105, -1.90872], [0.24698, 2.26731, -3.99336], [1.49959, 4.41571, -1.95652], [-1.50623, 4.74735, -2.58710], [-1.95665, 4.16209, -0.97351], [-2.43575, 3.24798, -2.42130], [-0.07634, 3.12441, -4.58172], [-0.40533, 1.42054, -4.20631], [1.26624, 2.00108, -4.26962], [1.27584, 5.01438, -2.83804], [2.53042, 4.07282, -1.99314], [1.35568, 5.00716, -1.05546], [2.90884, -3.68567, 1.74877], [1.48341, -3.24162, 1.50689], [1.43707, -1.92974, 0.91397], [2.91180, -4.68053, 2.19295], [3.42915, -3.00887, 2.42825], [3.47220, -3.73357, 0.81538], [0.92332, -3.17494, 2.43891], [0.96180, -3.94493, 0.85165], [2.09526, -1.83430, 0.20169]],
  "atomic_forces_ev_per_a": [[0.0187, 0.1236, 0.2878], [0.0150, 0.0095, 0.0373], [0.0117, 0.0429, 0.0059], [0.0777, -0.0752, 0.1436], [-0.0214, -0.0324, -0.1199], [-0.0922, 0.0870, 0.0036], [0.0646, -0.0640, 0.0343], [-0.0844, -0.0219, -0.0570], [0.0121, -0.0077, 0.0347], [-0.0007, 0.0311, 0.0226], [0.0089, -0.0130, -0.0068], [-0.0103, 0.0135, 0.0127], [-0.0309, 0.0222, -0.0038], [-0.0976, 0.0020, -0.0633], [-0.0105, -0.0062, -0.0422], [0.0051, 0.0297, 0.0048], [0.0106, -0.0228, -0.0186], [-0.0140, -0.0007, -0.0091], [0.0001, -0.0139, 0.0275], [-0.0083, 0.0084, 0.0067], [-0.0064, -0.0169, -0.0290], [-0.0274, -0.0472, -0.0082], [0.0297, 0.0120, 0.0034], [-0.0071, -0.0003, -0.0081], [-0.0039, 0.0015, -0.0021], [0.0076, -0.0057, -0.0037], [0.0062, -0.0032, -0.0005], [-0.0067, 0.0040, 0.0048], [-0.0063, 0.0020, 0.0114], [0.0029, 0.0056, 0.0105], [0.0070, -0.0021, 0.0054], [-0.0289, 0.0063, -0.0573], [0.0267, 0.0531, 0.1434], [-0.0324, -0.0619, -0.0984], [0.0599, 0.0712, 0.0716], [-0.0211, -0.0345, -0.0540], [-0.0006, 0.0311, -0.0013], [0.0097, -0.0033, 0.0109], [-0.1573, -0.1453, 0.0761], [0.1706, -0.0440, -0.0917], [0.0796, 0.2632, 0.0620], [-0.0930, -0.1022, -0.0268], [0.0207, 0.0103, -0.0404], [0.0073, 0.0017, -0.0060], [0.0093, 0.0298, 0.0427], [-0.0096, -0.0738, -0.1083], [0.0496, 0.1936, 0.1839], [0.0380, -0.0766, -0.1635], [0.0947, 0.0839, 0.1044], [0.0002, -0.0855, -0.2178], [0.0077, -0.0097, -0.0014], [-0.0002, -0.0026, 0.0175], [0.0114, -0.0015, 0.0167], [-0.0034, -0.0015, -0.0165], [-0.0094, 0.0019, 0.0018], [0.0051, -0.0079, -0.0148], [-0.0028, -0.0072, 0.0044], [-0.0759, 0.0457, -0.0658], [-0.0171, -0.0074, -0.0037], [-0.0072, -0.0084, 0.0023], [-0.0065, -0.0036, 0.0035], [-0.0062, -0.0043, 0.0084], [-0.0240, 0.0166, 0.0561], [-0.0372, 0.1109, 0.0194], [0.0017, -0.0124, -0.0320], [-0.1634, -0.1964, 0.1021], [-0.0782, 0.0046, -0.0711], [0.1226, 0.0091, -0.0646], [0.0662, 0.0272, -0.0535], [0.0115, 0.0245, -0.0174], [0.0144, 0.0091, -0.0245], [0.0002, -0.0041, 0.0091], [-0.0428, 0.0236, -0.0056], [-0.0012, -0.0060, 0.0020], [-0.0137, -0.0235, -0.0087], [0.0211, 0.0030, -0.0048], [0.0346, -0.0416, -0.0179], [0.0052, 0.0032, 0.0047], [0.0054, 0.0043, 0.0090], [0.0076, 0.0282, 0.0015], [0.0213, -0.0021, 0.0068], [0.0036, -0.0170, 0.0074], [0.0297, -0.0464, 0.0418], [-0.0031, -0.0931, -0.1164], [-0.0133, -0.0244, 0.0617], [-0.0132, -0.0436, 0.0097], [0.0090, 0.0080, -0.0079], [-0.0144, 0.0137, -0.0016], [-0.0169, 0.0115, -0.0068], [-0.0006, 0.0133, 0.0032], [-0.0042, 0.0000, -0.0294], [0.0008, 0.0027, -0.0061], [-0.0076, -0.0042, -0.0079], [0.0157, 0.0101, 0.0014], [0.0130, 0.0105, 0.0043], [-0.0518, 0.0165, 0.0120], [0.0390, -0.0770, -0.0836], [0.1529, 0.0768, 0.0454], [0.0287, -0.0082, -0.0047], [0.0001, 0.0051, 0.0087], [-0.0034, -0.0170, -0.0153], [-0.0059, 0.0229, -0.0093], [-0.0183, 0.0112, 0.0180], [-0.0598, -0.0223, 0.0982]],
  "homo_energy_ev": -12.63,
  "e_tot_ha": -3170.71535,
  "orbital_gap_ev": 6.917,
  "total_charge": 2,
  "spin_multiplicity": 1,
  "lumo_ev": -5.72
}


Entry 2:
{
  "formula": "C20H37Cl3N2O15",
  "method": "the ωB97M-V functional and the def2-TZVPD basis",
  "symbols": ["C", "C", "N", "H", "H", "H", "C", "C", "N", "H", "H", "H", "C", "O", "C", "O", "O", "C", "H", "H", "H", "H", "H", "H", "C", "O", "C", "O", "O", "C", "H", "H", "H", "H", "H", "H", "C", "O", "C", "O", "O", "C", "H", "H", "H", "H", "H", "H", "C", "O", "C", "O", "O", "C", "H", "H", "H", "H", "H", "H", "C", "O", "C", "O", "O", "C", "H", "H", "H", "H", "H", "H", "C", "Cl", "Cl", "Cl", "H"],
  "coordinates": [[-1.97022, 0.03898, 2.43077], [-2.70370, 1.32352, 2.47650], [-3.32678, 2.29531, 2.44216], [-0.95301, 0.17959, 2.06527], [-2.51474, -0.62136, 1.75582], [-2.00094, -0.39364, 3.43077], [0.13017, 0.49764, 0.34720], [0.57607, -0.07072, 1.58741], [0.98385, -0.43496, 2.58834], [0.69380, 1.40932, 0.14908], [-0.94305, 0.64916, 0.46270], [0.43249, -0.18781, -0.44455], [-0.11279, -1.17467, -6.32992], [0.10689, -1.14910, -4.93780], [-0.64728, -0.19171, -4.22548], [-1.57871, 0.48805, -4.74142], [-0.27073, -0.27989, -2.96486], [-0.99262, 0.49941, -1.98806], [0.50311, -0.46684, -6.88465], [-1.15295, -0.98743, -6.59662], [0.07597, -2.18614, -6.68964], [-1.16468, 1.54407, -2.24724], [-0.47826, 0.41935, -1.03039], [-1.98852, 0.13495, -1.73618], [-3.68364, -1.06300, -0.92747], [-2.26977, -1.39336, -1.18613], [-1.38564, -1.22075, -0.18743], [-1.63849, -0.72058, 0.93619], [-0.14402, -1.88573, -0.47458], [0.16949, -2.51826, -1.69033], [-3.90694, -0.00328, -1.05087], [-4.01354, -1.41546, 0.04980], [-4.18349, -1.72871, -1.63110], [-0.62424, -3.24579, -1.86002], [1.12685, -3.03604, -1.63148], [0.33503, -1.82836, -2.51782], [2.47309, 3.08545, -1.45197], [1.80191, 1.84992, -1.13754], [1.96460, 0.65539, -1.74687], [1.30439, -0.36706, -1.55259], [3.15629, 0.73511, -2.47794], [3.79443, -0.48298, -2.98477], [2.28094, 3.47629, -2.45117], [3.55591, 3.00966, -1.35264], [2.17725, 3.79016, -0.67481], [4.88027, -0.38955, -2.96672], [3.41140, -0.66248, -3.98935], [3.62288, -1.31299, -2.29939], [-3.50266, 1.60492, 0.25265], [-2.21419, 1.58689, -0.22393], [-1.61402, 2.63412, -0.85525], [-2.13636, 3.73872, -0.97875], [-0.50264, 2.25559, -1.22726], [0.52253, 3.11658, -1.71035], [-3.76115, 2.51417, 0.79538], [-3.67263, 0.67736, 0.79932], [-4.17969, 1.67002, -0.59911], [0.17359, 3.83434, -2.45276], [1.32148, 2.66128, -2.29556], [0.95638, 3.59831, -0.83410], [0.35359, -2.77574, 8.23722], [0.82071, -1.94666, 7.18630], [0.62512, -2.22283, 5.89443], [0.12181, -3.25575, 5.55433], [0.98296, -1.11545, 5.12054], [0.53411, -1.04364, 3.73574], [-0.72986, -2.85590, 8.14881], [0.64596, -2.31125, 9.17896], [0.79637, -3.76785, 8.14915], [1.30497, -1.36414, 3.03491], [0.28664, -0.02998, 3.42053], [-0.32458, -1.67531, 3.50824], [3.58559, -0.02960, 1.33519], [3.50694, -1.74566, 0.84153], [3.25488, 1.18556, 0.16070], [5.17008, 0.35975, 2.11081], [2.76594, 0.03973, 2.05036]],
  "atomic_forces_ev_per_a": [[-4.2115, 5.7466, 9.9855], [0.7117, -0.1906, 2.5522], [1.0070, -0.0502, 2.6711], [0.0947, 0.7987, 1.7602], [-3.5355, 0.6062, 3.8682], [0.0534, 0.4381, 0.6187], [2.0991, 2.2743, 4.8320], [-4.7945, 2.4121, -9.7759], [17.1635, 6.9521, -3.4079], [-0.6178, -0.6221, 0.9859], [2.1381, 1.5851, -0.5556], [0.2123, 0.5355, 2.3875], [-0.6977, -0.3682, -0.9911], [-0.7506, 1.7130, 1.3211], [-2.6647, 0.1803, -2.3115], [3.5030, -2.0984, 1.9157], [-2.2794, 1.2272, -2.8626], [-3.4157, -2.0192, -3.6030], [0.1597, 0.0617, 0.2436], [-0.0307, 0.2651, 0.2945], [0.3839, 0.0179, 0.2419], [-0.1522, -3.5518, -3.6628], [-1.0757, -0.0622, -2.8263], [1.0275, 0.6487, -2.0503], [0.2450, -1.4046, -0.3532], [-0.5359, -1.9666, 2.4158], [0.3965, -4.7247, -1.5715], [3.1213, -9.6031, -16.2824], [-2.9501, 1.1693, 2.2274], [-0.4986, -1.6280, -1.2825], [0.2238, -0.6919, -0.4413], [0.4073, 0.1952, 0.2157], [-0.1140, 0.4897, -0.2233], [0.1317, -0.1089, -0.5110], [-0.0838, -0.1146, 0.9119], [-0.6415, -0.9563, 0.5645], [7.9603, 0.6381, 1.2532], [2.1542, -2.8183, -1.1696], [2.7200, -2.4787, -1.0894], [6.1370, 3.5842, -1.9045], [-1.5172, -0.4531, -0.0138], [-0.7060, -0.0173, 0.5301], [1.4040, 0.7699, 0.3488], [0.1442, -0.7350, -0.1400], [1.9172, -0.1429, -0.3887], [-0.1625, 0.7961, -0.1847], [0.1197, -0.2072, 0.1630], [-0.5641, -0.0148, -0.1378], [-3.0779, 1.7281, -2.6025], [1.0083, 0.8406, -0.5299], [-5.7216, 4.4237, 3.0184], [0.6485, -1.5617, -0.0540], [5.8653, 5.9321, 2.3819], [-7.2673, 3.9257, -2.8953], [0.2156, -0.5494, -0.6792], [-0.2056, 0.6915, -0.3549], [-0.2686, -0.3785, -0.5736], [-1.2216, 0.8627, 0.4877], [-5.8025, 0.3160, -1.9061], [-3.1522, 0.0214, -1.0745], [-0.3173, -0.7236, -0.5993], [1.2668, 2.1904, -0.7819], [-0.9301, -0.1603, 0.4123], [0.2542, 0.3237, -1.0903], [0.3972, 0.1053, 0.2433], [-8.8779, -8.4789, 10.8984], [0.0014, -0.0897, 0.2102], [-0.0166, 0.0830, -0.2948], [-0.0534, -0.0219, 0.0799], [2.3427, -4.3713, 0.6646], [-2.8186, 1.6276, 3.5532], [-0.9026, -0.4748, 0.9497], [0.7088, 0.1403, 1.4590], [0.1982, 0.5237, -0.4328], [3.8240, -2.5485, 4.5113], [-0.3139, -0.5037, 0.0903], [0.5806, 0.0501, 0.3410]],
  "homo_energy_ev": -4.54,
  "e_tot_ha": -3401.27566,
  "orbital_gap_ev": 4.627,
  "total_charge": 0,
  "spin_multiplicity": 1,
  "lumo_ev": 0.09
}


Entry 3:
{
  "formula": "C2H4BrFO",
  "method": "the ωB97M-V functional and the def2-TZVPD basis",
  "symbols": ["C", "C", "O", "F", "Br", "H", "H", "H", "H"],
  "coordinates": [[0.21200, 0.95096, 0.16177], [-0.61693, -0.04588, 0.36999], [-1.61606, -0.42959, -0.39933], [-0.25045, -0.79131, 1.42917], [2.36420, -1.18987, -1.16929], [0.54750, 1.35628, 1.09393], [1.43880, -0.10718, -0.36800], [0.00391, 1.61055, -0.64685], [-2.08297, -1.35397, -0.47140]],
  "atomic_forces_ev_per_a": [[5.3800, 4.3980, -1.9724], [-5.6276, -6.3252, 2.6394], [-2.2472, -1.7978, -1.5363], [-0.2996, -0.9748, 0.0577], [-0.6401, 0.5087, 0.4598], [0.5725, 0.7515, 0.2173], [0.4412, 0.6331, -0.2774], [0.2635, 0.4353, -0.5215], [2.1572, 2.3713, 0.9335]],
  "s_squared": 2.01,
  "homo_energy_ev": [-5.61, -10.26],
  "e_tot_ha": -2827.51133,
  "orbital_gap_ev": [6.034, 7.145],
  "total_charge": 0,
  "spin_multiplicity": 3,
  "lumo_ev": [0.42, -3.11]
}